# 1
Density functional theory data (ωB97M-V/def2-TZVPD) for a cluster of 14 separate species, C62H100N14 in total at a distorted geometry.

Results
**LUMO energy**: 0.471 eV
**Kohn-Sham gap**: 8.03 eV
**HOMO level**: -7.56 eV

```
! wB97M-V def2-TZVPD RIJCOSX def2/J DEFGRID3
* xyz 0 1
N 6.82070 -11.43095 -22.52040
C 6.11941 -10.33067 -22.77270
C 6.86284 -9.40694 -23.38814
C 8.13461 -9.99118 -23.53783
C 8.09373 -11.28820 -23.06278
H 6.46830 -12.30166 -22.14925
H 5.08672 -10.39079 -22.46231
H 6.53336 -8.47860 -23.83090
H 9.03499 -9.53655 -23.92389
H 8.82197 -12.07822 -22.95353
N 11.74769 -2.74611 -23.75409
C 11.03739 -2.51329 -24.91350
C 11.43746 -1.29650 -25.43167
C 12.45756 -0.78318 -24.57753
C 12.55442 -1.67275 -23.50855
H 11.70908 -3.58355 -23.19081
H 10.27537 -3.21750 -25.21317
H 11.03718 -0.83290 -26.32120
H 13.03638 0.12855 -24.56647
H 13.20514 -1.76658 -22.65172
N 9.61759 -0.14341 -23.15654
C 8.94725 1.07366 -23.28078
C 8.09997 1.22878 -22.17324
C 8.33030 0.11611 -21.30922
C 9.29420 -0.67756 -21.91087
H 10.27032 -0.53197 -23.82218
H 9.08537 1.65693 -24.17918
H 7.43282 2.04464 -21.93726
H 7.79874 -0.13344 -20.40281
H 9.69687 -1.62247 -21.57712
N 11.85773 -8.29955 -21.04093
C 10.90271 -9.07802 -21.59696
C 10.13787 -9.62559 -20.57497
C 10.69173 -9.22850 -19.35786
C 11.72978 -8.33772 -19.66682
H 12.64708 -7.86154 -21.49389
H 10.79614 -9.11732 -22.67097
H 9.23456 -10.21429 -20.63711
H 10.45536 -9.41139 -18.32004
H 12.41819 -7.81384 -19.02028
N 8.24017 -6.09991 -21.54488
C 7.92453 -4.76923 -21.34251
C 8.13956 -4.04934 -22.55063
C 8.58183 -4.96355 -23.54408
C 8.69680 -6.20573 -22.81022
H 8.09509 -6.83613 -20.86884
H 7.52814 -4.45210 -20.38927
H 7.98835 -2.98002 -22.54191
H 8.79700 -4.80486 -24.59046
H 9.09894 -7.13671 -23.18164
N 1.99681 -5.82448 -20.76297
C 2.63367 -6.71712 -21.60443
C 3.83693 -6.16012 -22.04261
C 3.98264 -4.94949 -21.30067
C 2.86158 -4.75264 -20.56065
H 1.12463 -5.95053 -20.26949
H 2.20580 -7.70166 -21.72287
H 4.53338 -6.58665 -22.74931
H 4.80656 -4.25489 -21.37209
H 2.54635 -3.89471 -19.98533
N 5.64484 -6.73311 -19.47173
C 6.58741 -7.77254 -19.38596
C 7.45700 -7.49523 -18.32224
C 6.93012 -6.35697 -17.72729
C 5.90840 -5.85447 -18.43993
H 4.84631 -6.56988 -20.06822
H 6.60939 -8.45603 -20.22187
H 8.35764 -7.98528 -17.98296
H 7.38171 -5.80150 -16.91863
H 5.37472 -4.91924 -18.35648
N 6.12961 -0.83727 -26.35597
C 7.41801 -0.71775 -25.77737
C 8.17871 -0.02822 -26.64225
C 7.45955 0.26757 -27.78448
C 6.18704 -0.24942 -27.60443
H 5.35607 -1.27109 -25.87273
H 7.55788 -1.17767 -24.81025
H 9.17972 0.29077 -26.39202
H 7.77522 0.83718 -28.64606
H 5.29228 -0.28259 -28.20835
N 8.94558 -2.68080 -27.84362
C 8.61524 -3.96868 -27.38394
C 9.58979 -4.85013 -27.79875
C 10.61153 -4.12681 -28.40672
C 10.20673 -2.75392 -28.38148
H 8.36306 -1.86080 -27.75217
H 7.73514 -4.19725 -26.80121
H 9.59628 -5.91614 -27.62558
H 11.51352 -4.56073 -28.81233
H 10.72459 -1.85049 -28.66792
N 12.55037 -4.44041 -19.79174
C 13.88732 -4.37667 -20.14802
C 14.06130 -4.97597 -21.35854
C 12.78092 -5.21741 -21.86095
C 11.88562 -4.80659 -20.97182
H 12.20618 -4.15679 -18.88554
H 14.59020 -4.00069 -19.41932
H 15.00608 -5.22579 -21.81832
H 12.47407 -5.56300 -22.83708
H 10.80731 -4.77539 -21.02366
N 13.09786 -6.57135 -25.43041
C 13.16000 -7.93606 -25.23236
C 11.90320 -8.49737 -25.37167
C 11.07007 -7.45964 -25.59412
C 11.78996 -6.26426 -25.62401
H 13.89482 -5.95371 -25.48948
H 14.13654 -8.38649 -25.13291
H 11.61476 -9.53572 -25.30077
H 9.99672 -7.56348 -25.65347
H 11.47772 -5.24917 -25.82013
C 4.14509 0.28675 -23.33756
C 4.12205 -1.23293 -23.52970
N 3.80804 -1.79186 -24.86538
C 2.51842 -1.14003 -25.37228
C 2.28025 -1.48476 -26.78797
C 3.80381 -3.25506 -24.84953
C 5.22106 -3.82545 -24.73903
H 4.78036 0.80256 -24.05759
H 4.55431 0.59907 -22.37678
H 3.12252 0.65882 -23.40098
H 5.09876 -1.60257 -23.21744
H 3.38087 -1.68232 -22.86880
H 1.60792 -1.41219 -24.83839
H 2.68782 -0.06333 -25.38329
H 1.45313 -0.86847 -27.14034
H 3.08137 -1.13389 -27.43850
H 2.04623 -2.53342 -26.97144
H 3.26541 -3.75742 -25.65318
H 3.17353 -3.59185 -24.02647
H 5.23206 -4.89594 -24.53402
H 5.82257 -3.45312 -23.90978
H 5.79847 -3.56655 -25.62653
C 10.25756 -5.61549 -16.99950
C 11.31801 -4.63691 -16.41432
N 11.32045 -3.34625 -17.12743
C 10.05342 -2.55841 -17.09081
C 9.46752 -2.46124 -18.49359
C 12.46784 -2.54284 -16.64313
C 12.74899 -1.35294 -17.52496
H 9.27908 -5.28701 -16.64907
H 10.44104 -6.65895 -16.74329
H 10.22202 -5.54899 -18.08689
H 11.22200 -4.55983 -15.33129
H 12.26306 -5.16406 -16.54509
H 9.37298 -3.22526 -16.56126
H 10.15967 -1.66202 -16.47983
H 8.41894 -2.16715 -18.53912
H 10.02146 -1.69506 -19.03601
H 9.61187 -3.36881 -19.07974
H 13.37855 -3.13799 -16.57598
H 12.29748 -2.12545 -15.65073
H 13.15971 -1.58601 -18.50735
H 13.60824 -0.84038 -17.09245
H 11.84782 -0.76344 -17.69368
C 2.46490 1.11615 -17.29790
C 3.26223 -0.07784 -17.95324
N 3.05043 -0.36938 -19.36345
C 1.63217 -0.70349 -19.49506
C 1.21709 -0.85946 -20.96161
C 3.86019 -1.57714 -19.74745
C 5.39676 -1.41709 -19.77430
H 2.58321 2.01717 -17.89978
H 2.91206 1.26623 -16.31525
H 1.42421 0.87690 -17.07922
H 4.32873 0.13978 -17.89576
H 3.04093 -0.98055 -17.38384
H 1.01761 0.10896 -19.10731
H 1.48628 -1.52319 -18.79157
H 1.41910 0.07446 -21.48608
H 0.14803 -1.02915 -20.83353
H 1.61836 -1.73903 -21.46506
H 3.61275 -2.44910 -19.14201
H 3.56139 -2.02742 -20.69406
H 5.89717 -2.32593 -20.10852
H 5.62265 -0.62426 -20.48739
H 5.80956 -1.14329 -18.80337
*
```

Atomic partial charges in e from the Mulliken method, atoms 1 to 6: N 0.12; C -0.68; C -0.52; C 0.17; C -1.41; H 0.21

# 2
Density functional theory data (ωB97M-V/def2-TZVPD) for a cluster of 11 separate species, C62H130F12N7O12S4 in total at a distorted geometry.

Results
**LUMO energy**: -3.995 eV
**Kohn-Sham gap**: 5.17 eV
**HOMO level**: -9.16 eV

```
! wB97M-V def2-TZVPD RIJCOSX def2/J DEFGRID3
* xyz 3 1
C 13.47647 1.50873 -3.88320
C 12.23165 2.40666 -3.78121
C 12.18975 3.17120 -2.41239
N 10.85808 3.99468 -2.21691
C 10.64373 5.13359 -3.31662
C 9.57404 3.25238 -1.94438
C 8.91742 3.78375 -0.72707
C 9.90422 4.67505 0.00872
C 11.05833 4.75331 -0.93042
H 14.31253 2.20802 -3.89245
H 13.51412 1.04503 -4.86893
H 13.55231 0.72091 -3.13375
H 11.34817 1.78336 -3.91929
H 12.04379 3.18985 -4.51567
H 12.91142 3.98011 -2.29857
H 12.31224 2.52431 -1.54369
H 9.58875 5.40606 -3.28703
H 10.98290 4.90247 -4.32640
H 11.28526 5.97135 -3.04331
H 8.81386 3.33315 -2.72136
H 9.84956 2.20139 -1.85716
H 8.04165 4.39499 -0.94503
H 8.59197 2.97747 -0.06973
H 9.39566 5.62089 0.19537
H 10.20748 4.36639 1.00915
H 11.47303 5.75661 -1.02790
H 11.84272 4.24900 -0.36607
C 2.87538 -7.00278 -9.31238
C 1.79841 -7.01995 -10.44436
C 2.46544 -7.69212 -11.68124
N 1.64656 -7.63745 -13.03511
C 1.58998 -6.19108 -13.61867
C 0.14050 -8.13830 -12.77266
C -0.29201 -8.57031 -14.12965
C 0.97772 -8.91480 -14.95726
C 2.17338 -8.55795 -14.20868
H 2.87611 -8.05124 -9.01434
H 2.68449 -6.52086 -8.35352
H 3.86282 -6.64218 -9.60052
H 1.54872 -5.98655 -10.68487
H 0.93507 -7.65958 -10.26102
H 2.59989 -8.73270 -11.38589
H 3.36976 -7.20641 -12.04783
H 2.59638 -5.95333 -13.96323
H 1.38313 -5.59400 -12.73052
H 0.84544 -6.15666 -14.41401
H -0.41070 -7.30560 -12.33575
H 0.32288 -9.00402 -12.13598
H -0.99009 -7.93291 -14.67234
H -0.79421 -9.49934 -13.85982
H 0.96838 -8.40136 -15.91871
H 0.94410 -9.99150 -15.12367
H 3.05917 -8.13532 -14.68289
H 2.71024 -9.32354 -13.64854
C -1.04951 -1.84534 -2.33510
C -0.29667 -0.81427 -1.44559
C -0.44092 -1.11924 0.14895
N 0.01054 0.08622 0.97739
C 1.41996 0.54764 0.62310
C 0.00935 -0.31841 2.49855
C -0.77505 0.67276 3.25489
C -1.84519 1.26529 2.24943
C -0.97059 1.27365 0.98034
H -2.13264 -1.80988 -2.21815
H -0.74315 -2.84980 -2.04303
H -0.80146 -1.76649 -3.39357
H -0.72267 0.16200 -1.67694
H 0.75326 -0.84313 -1.73698
H 0.26963 -1.88742 0.45409
H -1.46023 -1.38379 0.43025
H 1.95294 -0.39008 0.78031
H 1.86058 1.32771 1.24394
H 1.50094 0.79859 -0.43452
H 1.00377 -0.43205 2.93020
H -0.31189 -1.34302 2.68582
H -0.10686 1.40478 3.70849
H -1.22768 0.16606 4.10724
H -1.99179 2.32441 2.46124
H -2.81636 0.78369 2.36343
H -0.38551 2.18312 1.11690
H -1.54920 1.41716 0.06780
C -1.43964 11.36474 4.74104
C -0.30972 11.02020 5.64272
C 0.90674 10.39801 4.97243
N 2.00568 9.77830 5.91314
C 1.40583 8.50473 6.52621
C 3.26384 9.48875 5.03572
C 4.33678 9.23165 6.09801
C 4.15910 10.26953 7.21600
C 2.64555 10.55065 7.12343
H -1.51732 10.58378 3.98463
H -1.36165 12.25922 4.12304
H -2.31372 11.31806 5.39058
H -0.57805 10.34880 6.45840
H -0.01781 11.90425 6.20959
H 1.49791 11.16217 4.46778
H 0.63839 9.74630 4.14096
H 2.24873 7.99528 6.99321
H 1.05354 7.93414 5.66690
H 0.57476 8.79094 7.17080
H 3.21119 8.68484 4.30152
H 3.62637 10.39186 4.54473
H 4.15083 8.27331 6.58285
H 5.32615 9.27987 5.64313
H 4.44234 9.95141 8.21932
H 4.57665 11.26554 7.06859
H 1.98350 10.37025 7.97033
H 2.40411 11.51654 6.67974
C -5.19770 1.15817 15.66724
C -4.60660 1.71326 14.42593
C -3.08766 2.10244 14.66108
N -2.48661 2.95207 13.40920
C -3.08303 4.34799 13.33801
C -2.51060 2.13462 12.09664
C -1.42947 1.09967 12.16596
C -0.30715 1.69652 13.11524
C -0.93254 3.01238 13.57556
H -6.26404 1.38248 15.69369
H -4.82551 1.70795 16.53172
H -4.95192 0.10129 15.77065
H -5.14316 2.56500 14.00790
H -4.64268 0.88038 13.72371
H -2.51976 1.24519 15.02265
H -3.14177 2.82377 15.47646
H -2.66967 4.85999 12.46904
H -2.83297 5.00151 14.17376
H -4.16392 4.41690 13.21548
H -2.21535 2.90441 11.38365
H -3.48809 1.70929 11.86924
H -0.99898 0.95726 11.17474
H -1.94856 0.28003 12.66277
H 0.54914 1.73928 12.44216
H 0.02541 1.11459 13.97481
H -0.55624 3.97081 13.21793
H -0.74863 3.18731 14.63560
C -12.07921 2.36654 -1.40626
C -10.77748 3.03868 -0.98710
C -10.87069 4.51804 -0.80908
N -9.60362 5.23591 -0.28732
C -10.01449 6.70072 -0.02051
C -8.82717 7.69663 0.26785
C -7.89850 7.50627 -0.85324
C -7.33986 6.05388 -0.97317
C -8.52576 5.23413 -1.34968
C -9.21603 4.70150 1.10218
H -12.40036 2.88848 -2.30767
H -12.78446 2.44273 -0.57866
H -11.84462 1.31761 -1.58741
H -10.03702 2.84952 -1.76430
H -10.34033 2.53938 -0.12240
H -11.75867 4.83631 -0.26293
H -11.01573 5.12721 -1.70126
H -10.59306 7.05105 -0.87527
H -10.70839 6.64277 0.81809
H -8.95716 8.77878 0.27997
H -8.30491 7.35481 1.16143
H -8.42667 7.81130 -1.75662
H -6.93514 8.01288 -0.79504
H -6.55930 6.08401 -1.73338
H -6.85326 5.76324 -0.04212
H -9.04373 5.51989 -2.26519
H -8.23191 4.19050 -1.46186
H -9.90729 4.55115 1.93143
H -8.33326 5.14644 1.56135
H -8.98745 3.66065 0.87307
C -0.53499 -10.27856 -1.03738
C -0.48857 -11.35842 -2.19390
C 0.93394 -11.94268 -2.49699
N 0.85686 -13.44458 -3.10621
C 2.24267 -13.80034 -3.70818
C 2.40124 -15.30376 -4.09753
C 2.05697 -16.20636 -2.90648
C 0.64345 -16.02201 -2.35447
C 0.54403 -14.49448 -1.97854
C -0.19160 -13.38484 -4.24242
H -1.60058 -10.20542 -0.81997
H -0.22316 -9.27207 -1.31638
H -0.09403 -10.69019 -0.12952
H -0.90437 -10.95681 -3.11798
H -1.11021 -12.23389 -2.00622
H 1.52596 -12.11288 -1.59774
H 1.49014 -11.29761 -3.17716
H 2.98542 -13.58169 -2.94098
H 2.18533 -13.10297 -4.54394
H 3.36082 -15.58644 -4.53045
H 1.69216 -15.44316 -4.91354
H 2.82685 -16.29783 -2.14030
H 2.09864 -17.22995 -3.27880
H 0.44397 -16.66958 -1.50068
H -0.10058 -16.32069 -3.09291
H 1.34413 -14.23898 -1.28380
H -0.43663 -14.26254 -1.56306
H -1.20106 -13.37374 -3.83139
H -0.04667 -14.26852 -4.86389
H 0.13113 -12.57127 -4.89207
C 7.00444 0.59626 5.65893
F 6.22161 -0.18350 4.86869
F 7.36110 -0.05047 6.75500
F 8.08423 1.04832 5.02146
S 6.07195 2.11849 6.46821
O 5.50380 2.98222 5.40055
O 5.03477 1.45082 7.26028
O 7.12992 2.79823 7.26636
C 3.17500 7.85435 -3.64109
F 2.97344 9.03919 -4.33302
F 3.68863 6.91431 -4.49316
F 4.10854 8.12095 -2.61163
S 1.50017 7.29738 -2.91746
O 1.44651 7.69739 -1.50233
O 0.38424 7.88542 -3.71617
O 1.49331 5.80920 -3.12141
C -6.61730 -1.74259 -11.77721
F -7.40709 -1.95329 -10.76119
F -7.35509 -1.75548 -12.87377
F -5.97350 -0.60493 -11.70125
S -5.28120 -3.11962 -11.70070
O -4.99039 -3.41133 -10.32203
O -5.97266 -4.25797 -12.36901
O -4.19341 -2.51934 -12.44328
C -8.04179 -2.54079 3.75575
F -8.88430 -1.49924 3.77356
F -7.00080 -2.30347 4.52057
F -8.68844 -3.53086 4.32771
S -7.37882 -3.00865 1.97910
O -6.11127 -3.64039 2.39434
O -8.39110 -3.92968 1.44692
O -7.25408 -1.77675 1.21962
*
```

Atomic partial charges in e from the Mulliken method, atoms 1 to 6: C -1.29; C -0.29; C -0.87; N 0.48; C -0.90; C -0.73

- Which of these has the lowest LUMO energy?
  C62H130F12N7O12S4

- Which of these has the lowest HOMO level?
  C62H130F12N7O12S4